[1]
This record from the OMol25 dataset describes 11 unconnected molecules or ions with the total composition C41H48Cl4N4O8. The level of theory is the ωB97M-V functional and the def2-TZVPD basis.

Spin multiplicity: 1
SMILES string: C[N+](=O)[O-].C[N+](=O)[O-].C[N+](=O)[O-].C[N+](=O)[O-].ClC(Cl)(Cl)Cl.c1ccccc1.c1ccccc1.c1ccccc1.c1ccccc1.c1ccccc1.c1ccccc1
Total energy in Ha: -4252.3939
Frontier orbital gap in Eh: 0.3417

```
105
Properties=species:S:1:pos:R:3:forces:R:3
C 3.7287 2.3392 -1.1674 -0.311 -0.217 0.174
N 3.6671 2.5542 -2.6369 0.143 -0.539 -0.058
O 3.8075 3.6819 -3.0279 0.029 0.576 -0.187
O 3.5061 1.5829 -3.3610 -0.098 0.113 0.254
H 3.0172 3.0199 -0.7079 0.084 0.124 -0.020
H 4.7382 2.5636 -0.8412 0.056 0.059 -0.047
H 3.4486 1.3141 -0.9579 0.101 -0.065 -0.051
C -2.5619 -1.4413 4.7313 -0.097 0.559 1.152
N -2.7343 -0.0113 5.1823 0.061 -0.282 -0.281
O -2.5696 0.2391 6.3526 -0.057 0.054 0.153
O -2.9990 0.7978 4.3157 0.045 0.121 0.136
H -2.1941 -1.9647 5.6085 0.307 -0.115 -0.237
H -1.8622 -1.3722 3.9124 -0.105 -0.468 -0.271
H -3.5477 -1.8326 4.5065 0.001 0.096 -0.485
C 1.5310 -0.2255 -5.4735 0.883 -0.145 0.267
N 1.6001 -1.6427 -4.9888 -0.118 -0.001 -0.351
O 1.2552 -2.5111 -5.7642 0.045 0.149 0.057
O 1.9680 -1.8378 -3.8521 0.052 0.031 0.342
H 2.2687 0.3626 -4.9298 -0.223 -0.130 0.246
H 0.5250 0.1152 -5.2607 -0.106 0.103 -0.323
H 1.8376 -0.2396 -6.5126 -0.571 0.015 -0.190
C -2.3542 4.4544 -0.9249 -0.555 0.039 -0.028
N -1.8060 5.8024 -0.6261 -0.096 0.029 0.184
O -2.1786 6.3246 0.4052 0.055 -0.022 -0.051
O -1.0403 6.2894 -1.4267 0.094 0.048 -0.071
H -3.4322 4.5705 -1.0345 0.049 0.102 -0.068
H -2.2057 3.8216 -0.0561 0.267 -0.056 -0.036
H -1.9126 4.1003 -1.8474 0.159 -0.109 0.128
Cl 1.0730 5.0828 1.2291 -0.182 -0.237 0.001
C 2.2144 6.2940 1.8251 -0.248 0.083 -0.312
Cl 2.0716 7.7370 0.8378 -0.042 0.248 -0.129
Cl 1.8553 6.6740 3.4912 -0.057 0.035 0.364
Cl 3.8315 5.6488 1.6777 0.536 -0.191 0.051
C 2.9549 -3.8102 -0.2930 0.317 -0.579 -0.036
C 3.4315 -5.1247 -0.2228 -0.212 0.479 -0.051
C 4.4491 -5.4476 0.6646 -0.042 0.129 -0.233
C 4.9696 -4.4627 1.4965 -0.139 -0.041 0.241
C 4.5580 -3.1378 1.3736 -0.186 -0.761 0.591
C 3.5424 -2.8264 0.4871 0.026 0.551 -0.367
H 2.1542 -3.5894 -0.9885 0.056 0.177 0.019
H 2.9812 -5.8708 -0.8668 0.129 -0.066 0.054
H 4.8543 -6.4515 0.6766 -0.134 -0.040 0.210
H 5.6221 -4.7510 2.3139 0.305 0.102 -0.278
H 4.9478 -2.4132 2.0766 0.055 0.198 -0.210
H 3.2443 -1.7887 0.3738 -0.157 -0.099 0.072
C 1.3525 4.1827 -5.3599 0.046 -0.351 -0.058
C 0.4407 3.5324 -4.5307 0.103 0.221 -0.192
C -0.8943 3.9236 -4.5545 0.050 -0.010 0.090
C -1.2923 4.9521 -5.3916 -0.075 0.181 -0.288
C -0.3865 5.5649 -6.2514 -0.177 0.159 0.190
C 0.9454 5.1941 -6.2184 0.161 -0.190 0.151
H 2.3881 3.8649 -5.3940 -0.023 0.051 0.271
H 0.7972 2.7500 -3.8697 -0.121 -0.045 -0.046
H -1.6499 3.4411 -3.9437 0.185 -0.069 0.069
H -2.3173 5.3027 -5.3793 -0.029 -0.151 -0.045
H -0.7390 6.3382 -6.9217 0.089 0.062 0.027
H 1.7048 5.6764 -6.8203 -0.195 0.061 -0.185
C 2.1562 -1.9817 4.3725 -0.423 -0.078 -0.691
C 1.1068 -1.3239 5.0088 0.151 -0.319 -0.091
C 0.8640 -1.5738 6.3432 0.206 0.553 0.456
C 1.7275 -2.3949 7.0609 -0.073 -0.477 0.063
C 2.7703 -3.0484 6.4215 0.402 0.291 -0.440
C 3.0205 -2.8147 5.0611 -1.199 -0.846 0.351
H 2.1426 -1.9853 3.2838 0.475 0.289 0.095
H 0.4427 -0.6928 4.4321 0.024 0.046 0.048
H 0.0313 -1.0896 6.8418 0.013 -0.056 0.027
H 1.5314 -2.6215 8.1024 -0.021 0.129 -0.014
H 3.3780 -3.7797 6.9414 -0.045 0.115 0.131
H 3.6196 -3.5255 4.5042 0.495 0.401 0.049
C -4.3831 -0.2012 1.6606 0.040 -0.287 -0.091
C -3.7680 0.6435 0.7402 -0.102 0.033 -0.019
C -4.2731 0.7457 -0.5499 -0.301 -0.008 0.019
C -5.4285 0.0523 -0.9044 0.191 -0.094 0.069
C -6.0599 -0.7678 0.0220 0.092 0.212 0.067
C -5.5291 -0.8981 1.3064 0.006 -0.316 -0.524
H -3.9302 -0.3788 2.6281 -0.145 0.314 -0.139
H -2.9001 1.2209 1.0317 0.056 -0.142 -0.022
H -3.7934 1.3616 -1.3020 0.103 0.046 0.125
H -5.8010 0.1241 -1.9189 -0.073 0.016 0.051
H -6.9486 -1.3124 -0.2716 0.019 -0.045 0.080
H -5.9595 -1.6385 1.9709 -0.064 0.216 0.160
C -3.8282 -4.6762 -0.1962 -0.173 -0.030 0.443
C -3.3418 -3.3918 -0.4131 -0.307 -0.226 -0.036
C -2.0205 -3.2017 -0.7792 -0.050 0.377 0.084
C -1.1893 -4.2934 -0.9234 0.243 -0.709 -0.118
C -1.6700 -5.5788 -0.6854 -0.085 0.034 0.058
C -2.9880 -5.7769 -0.2843 0.488 0.239 0.058
H -4.8569 -4.8135 0.1230 0.059 0.039 -0.046
H -4.0027 -2.5484 -0.2648 0.045 0.071 -0.116
H -1.6563 -2.1914 -0.9181 0.070 -0.040 -0.063
H -0.1463 -4.2080 -1.2051 -0.056 0.283 -0.061
H -1.0062 -6.4270 -0.8049 0.006 0.030 0.105
H -3.2954 -6.7588 0.0514 -0.236 -0.033 -0.323
C 0.7299 -0.4406 -0.8147 0.562 -0.079 0.431
C 0.4782 -0.9876 0.4483 -0.307 0.259 -1.016
C -0.0528 -0.1782 1.4394 0.327 -0.215 0.487
C -0.1991 1.1854 1.2224 -0.327 -0.064 -0.409
C 0.1579 1.7278 -0.0053 -0.242 0.461 0.122
C 0.6293 0.9284 -1.0315 -0.102 -0.577 -0.084
H 1.0857 -1.0907 -1.6030 0.036 0.032 -0.110
H 0.6418 -2.0533 0.5412 -0.167 0.002 0.444
H -0.3099 -0.6191 2.3981 -0.038 0.117 -0.103
H -0.6909 1.8368 1.9344 0.236 -0.131 0.292
H -0.0032 2.7920 -0.1426 0.194 -0.032 -0.181
H 0.9130 1.3052 -2.0074 -0.137 0.223 0.072
```
Positions in Å, forces in eV/Å.

[2]
This record from the OMol25 dataset describes a molecular structure, C41H48FN9O7Yb. The level of theory is the ωB97M-V functional and the def2-TZVPD basis.

Energy above the lowest of the compared OMol25 structures with the same formula, charge and spin in kJ/mol: 198.9
⟨S²⟩: 0.751
Charge: -1
Spin multiplicity: 2
Total energy in Ha: -3869.1528
Frontier orbital gap (alpha / beta) in Eh: 0.1828 / 0.1829

```
107
Properties=species:S:1:pos:R:3:forces:R:3
Yb 12.1809 10.1833 13.1428 0.104 0.918 -1.667
C 14.9174 4.3524 14.1670 1.057 0.354 -0.813
N 14.6690 5.7227 13.6587 0.886 -1.536 0.708
C 13.4949 5.9383 12.7922 1.029 -0.345 1.545
C 12.2687 6.2966 13.5682 -2.257 -1.863 1.258
C 11.1876 6.7859 12.5888 -0.116 0.845 -0.598
N 11.6967 8.0189 11.7758 -1.477 -0.664 3.081
C 11.3907 8.0429 10.5493 0.410 -1.238 -1.627
C 11.2307 9.1592 9.6653 0.376 1.770 1.128
C 11.4195 8.8892 8.3328 -0.985 0.195 -1.387
C 11.0342 9.8600 7.4004 0.266 -1.136 -1.062
C 10.6498 11.1622 7.7618 0.882 -0.594 0.811
C 10.7079 11.5533 9.1015 -0.292 -2.456 -0.150
C 10.9599 10.5233 10.0949 1.204 0.699 -0.074
O 11.1448 10.8855 11.3445 -0.293 -0.759 -0.094
C 15.3915 6.8437 14.3355 -1.353 -2.080 -1.658
C 14.6933 7.5002 15.5419 1.007 -0.699 0.757
C 14.3547 8.9848 15.4227 -0.187 1.285 -0.479
N 12.9129 9.2428 15.3308 -0.929 -0.301 2.050
C 12.2561 9.6210 16.3997 2.308 0.359 -1.895
C 10.8627 9.5696 16.4418 -4.195 0.402 -0.036
C 10.1991 9.1187 17.6322 0.808 0.556 -1.205
C 8.8448 9.2655 17.7936 -0.228 0.623 0.636
C 8.0521 9.8045 16.7581 -1.575 -0.812 -0.271
C 8.6018 10.0442 15.5127 1.623 0.151 1.174
C 10.0263 10.1319 15.3716 0.629 -0.054 1.297
O 10.5347 10.8540 14.4012 0.180 -1.364 0.053
H 15.8223 4.3216 14.9077 -1.688 0.117 -1.505
H 15.0925 3.6409 13.2918 0.207 0.815 0.959
H 14.0507 3.9374 14.6436 -0.546 -0.294 0.794
H 13.3012 5.0221 12.1921 0.325 0.641 0.112
H 13.6106 6.8262 12.1907 0.881 0.051 -0.814
H 12.4183 7.0831 14.2912 0.396 0.374 0.009
H 11.9402 5.3823 14.2647 0.222 1.762 -1.663
H 10.2607 7.1606 13.0837 0.774 -0.207 -0.016
H 10.8063 6.0002 11.9092 0.519 0.187 -0.005
H 11.2891 7.0682 9.9522 -0.247 0.818 1.131
H 11.8150 7.8693 8.1276 -0.563 0.905 -0.539
H 10.9854 9.6084 6.3199 0.376 0.146 0.843
H 10.4989 11.8054 6.9033 -0.302 0.460 0.435
H 10.5538 12.5412 9.4589 -0.070 0.672 0.128
H 15.4424 7.3958 13.4275 0.622 2.049 -0.100
H 16.3983 6.4290 14.5396 -0.524 0.520 0.172
H 15.4211 7.3400 16.3714 -0.664 0.405 -0.192
H 13.8010 6.9287 15.8184 0.181 0.062 -0.100
H 14.5991 9.3258 14.4090 1.433 0.127 0.466
H 14.8362 9.5613 16.2594 -0.375 -0.200 -0.954
H 12.7284 10.1961 17.2166 0.443 -1.156 0.127
H 10.7876 8.6514 18.4202 -0.012 0.280 -0.027
H 8.4705 9.1186 18.8114 -0.288 -0.233 -0.560
H 6.9182 9.9151 16.9026 1.862 -0.181 -0.191
H 8.0984 10.3245 14.6297 -0.977 0.518 -0.559
C 19.0653 13.6256 12.3027 1.609 0.191 0.869
C 18.6833 12.8704 11.0453 1.637 0.374 -3.212
C 19.8782 12.0047 10.4526 -1.203 0.436 0.683
C 19.4348 11.2587 9.1611 0.683 1.845 -0.847
C 18.1982 10.4421 9.4461 -0.329 -1.129 -1.712
C 17.8528 9.3302 8.5910 -1.401 1.762 3.302
C 16.7008 8.6117 8.9467 0.550 0.304 0.585
F 16.4339 7.4900 8.2343 -0.023 -0.036 0.144
C 15.9478 8.9004 10.0610 -0.693 -1.518 0.069
C 16.1033 10.1205 10.7413 1.826 -0.162 -0.848
C 15.1526 10.5260 11.7230 -0.952 0.115 0.652
O 14.1837 9.6903 12.0221 1.081 1.928 0.458
C 15.3660 11.8934 12.1881 -2.929 -0.799 0.652
C 16.4084 12.6221 11.7566 3.593 -0.830 0.030
N 17.5484 12.0090 11.2199 -3.192 0.665 -0.150
C 17.2843 10.9011 10.4460 -0.023 -1.782 -0.166
C 14.3763 12.6672 13.0974 1.926 2.725 0.036
O 14.7500 13.8331 13.4574 -1.010 -2.924 -0.874
O 13.2910 12.1122 13.4361 -0.721 -1.167 0.182
H 20.2267 13.7028 12.3974 -1.989 0.740 -0.732
H 18.9323 13.0341 13.2072 -0.698 -0.344 -0.002
H 18.4796 14.5699 12.4508 1.037 -0.646 -0.221
H 18.3885 13.5284 10.1690 0.332 -0.033 1.163
H 20.0720 11.2863 11.2544 0.508 -0.217 -0.134
H 20.7504 12.6761 10.3256 -0.504 -0.482 -0.100
H 20.3251 10.6643 8.7616 -1.428 0.564 0.401
H 19.1457 12.0906 8.3653 0.607 -1.700 1.401
H 18.4064 8.9137 7.8013 1.034 0.122 -0.907
H 15.3130 8.0648 10.4937 0.267 1.551 -0.860
H 16.6151 13.6620 11.9854 -0.792 -0.224 0.271
O 15.2095 12.7427 8.3625 -1.257 0.576 2.249
N 16.2535 13.2568 8.0318 2.349 -1.469 -4.113
O 16.8631 14.1647 8.6070 -0.780 0.658 2.162
C 13.8933 15.2161 16.1036 1.244 0.330 -1.309
N 12.5734 15.8197 16.4189 0.359 -2.596 0.634
C 11.6522 14.6225 16.3470 -1.413 0.071 0.929
N 11.9674 13.4610 17.2226 0.700 1.894 1.705
C 13.3211 13.0136 16.8425 -1.338 -0.995 -0.562
N 14.3403 14.0448 16.9609 -1.536 0.460 -0.752
C 14.2415 14.4893 18.3181 3.288 1.358 2.299
N 13.0360 15.1122 18.7488 -3.423 -0.093 -0.349
C 12.6539 16.2217 17.8408 0.418 -0.033 -0.003
C 12.0008 14.0446 18.6303 1.885 -1.242 -1.581
H 14.6597 15.9790 16.1593 0.238 0.410 0.829
H 14.0230 15.0063 15.0178 -0.847 -0.760 0.819
H 11.5715 14.1636 15.3663 0.143 0.704 -0.482
H 10.6529 14.9472 16.7129 0.413 0.032 -0.598
H 13.1017 12.7332 15.8068 1.079 -0.245 -0.107
H 13.5483 12.1080 17.4556 0.254 0.712 -0.357
H 14.9970 15.3237 18.4753 -0.275 -1.055 -0.282
H 14.5007 13.6829 19.0976 -0.309 0.795 -1.376
H 13.4675 16.9450 17.9224 -0.118 0.257 -0.090
H 11.7137 16.7026 18.1708 0.350 -0.457 -0.106
H 10.9883 14.2254 18.8679 -0.957 1.109 0.528
H 12.3735 13.2788 19.2893 -0.138 -0.642 0.345
```
Positions in Å, forces in eV/Å.

Question: Among the records above, which one has the lowest total energy?
Answer: C41H48Cl4N4O8

Question: spin multiplicity of number 2 (C41H48FN9O7Yb)?
Answer: 2

Question: Which of these has the highest total energy?
Answer: C41H48FN9O7Yb

Question: Which value of total energy does entry 2 give?
Answer: -3869.1528 Ha